18
Properties=species:S:1:pos:R:3:forces:R:3 method="wB97M-V/def2-TZVPD" molar_mass_da=101.15 de_lowest_kj_mol=269.9 orbital_gap_ev=10.54
C -0.911 -0.197 2.152 0.207 -0.018 0.004
O -0.779 0.499 3.387 -0.110 0.041 -0.001
C 0.471 -0.440 1.609 -0.313 -0.022 0.162
C 0.778 -1.404 0.754 -0.141 0.337 0.320
H -1.482 0.400 1.435 -0.087 0.067 -0.038
H -1.428 -1.147 2.303 -0.091 -0.089 -0.071
H -1.656 0.751 3.695 0.116 -0.043 -0.031
H 1.191 0.268 1.996 0.266 -0.007 -0.111
H 1.786 -1.523 0.387 -0.006 -0.087 -0.138
H -0.004 -2.073 0.414 0.155 -0.171 -0.095
C 0.481 1.597 -2.173 0.054 -0.106 0.118
C 0.071 -0.661 -2.438 -0.172 -0.349 0.085
N 0.896 0.270 -2.584 0.160 0.299 -0.071
H 1.220 2.001 -1.483 0.064 0.020 -0.010
H -0.493 1.606 -1.676 -0.136 -0.004 -0.003
H 0.448 2.250 -3.042 0.033 0.061 -0.085
H 0.344 -1.675 -2.716 0.049 -0.021 -0.079
H -0.933 -0.522 -2.021 -0.048 0.091 0.042